# C11H25N3O22S4

C11H25N3O22S4 as an isolated structure (ωB97M-V with the def2-TZVPD basis set, OMol25).

Element x y z (Å)
1 C 2.936 -3.219 1.791
2 N 2.534 -2.531 3.056
3 O 3.399 -2.033 3.747
4 O 1.341 -2.493 3.287
5 H 4.016 -3.256 1.727
6 H 2.515 -2.647 0.968
7 H 2.456 -4.191 1.849
8 C -1.060 0.073 3.211
9 N -2.107 -0.418 4.128
10 O -2.977 -1.123 3.656
11 O -2.077 -0.023 5.275
12 H -0.261 0.529 3.782
13 H -1.513 0.724 2.468
14 H -0.626 -0.762 2.664
15 C -0.684 3.929 4.918
16 N -0.001 3.892 3.585
17 O 0.745 2.961 3.386
18 O -0.159 4.830 2.826
19 H 0.094 4.042 5.664
20 H -1.196 2.977 5.037
21 H -1.404 4.737 4.890
22 C -0.429 1.852 -0.857
23 C 0.596 2.788 -0.258
24 O 1.761 1.945 -0.145
25 S 1.360 0.437 0.112
26 O 1.532 0.133 1.487
27 O 1.992 -0.393 -0.845
28 O -0.192 0.595 -0.196
29 H -0.251 1.758 -1.932
30 H -1.480 2.082 -0.705
31 H 0.302 3.107 0.743
32 H 0.829 3.604 -0.933
33 C -1.046 -2.251 -2.224
34 C -1.426 -2.083 -3.669
35 O -2.223 -3.259 -3.923
36 S -1.484 -4.488 -3.251
37 O -0.461 -4.958 -4.110
38 O -2.444 -5.337 -2.706
39 O -0.755 -3.641 -2.116
40 H -1.867 -1.936 -1.573
41 H -0.174 -1.663 -1.946
42 H -0.558 -2.073 -4.332
43 H -2.048 -1.226 -3.909
44 C -1.883 5.999 0.086
45 C -3.022 6.752 -0.567
46 O -3.156 6.191 -1.882
47 S -2.476 4.762 -1.979
48 O -1.318 4.882 -2.778
49 O -3.432 3.760 -2.249
50 O -2.053 4.659 -0.447
51 H -2.067 5.863 1.151
52 H -0.859 6.342 -0.038
53 H -2.867 7.822 -0.683
54 H -3.949 6.610 -0.011
55 C 2.012 -5.871 -2.469
56 C 3.043 -5.596 -1.372
57 O 3.499 -4.268 -1.584
58 S 2.997 -3.660 -2.975
59 O 4.110 -3.243 -3.736
60 O 1.945 -2.749 -2.702
61 O 2.471 -5.013 -3.568
62 H 1.069 -5.403 -2.204
63 H 1.996 -6.885 -2.841
64 H 3.885 -6.289 -1.377
65 H 2.551 -5.652 -0.400

Summary:
* LUMO level: -0.4 eV
* HOMO: -10.99 eV
* HOMO-LUMO gap: 10.549 eV
* F_max: 0.0405 Eh/bohr
* relative energy (zero: lowest compared OMol25 entry of this formula, charge and spin): 0.0 kcal per mole


# C11H25O5S

A 2-piece molecular cluster, C11H25O5S overall (ωB97M-V with the def2-TZVPD basis set, OMol25).

Element x y z (Å)
1 C -0.436 -2.850 0.584
2 O -0.863 -1.620 0.031
3 C -2.258 -1.447 -0.017
4 C -2.651 0.035 0.154
5 C -1.502 1.008 0.379
6 C -0.811 0.850 1.720
7 C 0.399 1.762 1.916
8 C 1.356 1.871 0.735
9 C 1.767 0.547 0.119
10 C 1.993 0.585 -1.378
11 C 2.399 -0.789 -1.901
12 C 3.837 -1.122 -1.477
13 O 3.992 -1.911 -0.278
14 S 3.029 -1.537 0.983
15 O 3.868 -1.750 2.111
16 O 2.989 0.105 0.778
17 H 0.625 -2.767 0.799
18 H -0.599 -3.676 -0.110
19 H -0.962 -3.066 1.516
20 H -2.622 -1.806 -0.986
21 H -2.761 -2.052 0.740
22 H -3.385 0.120 0.957
23 H -3.149 0.334 -0.775
24 H -0.822 0.938 -0.468
25 H -1.918 2.022 0.354
26 H -1.544 1.112 2.487
27 H -0.533 -0.182 1.911
28 H 0.965 1.419 2.780
29 H 0.049 2.766 2.163
30 H 0.972 2.536 -0.038
31 H 2.272 2.336 1.100
32 H 1.006 -0.215 0.306
33 H 1.101 0.975 -1.867
34 H 2.807 1.275 -1.606
35 H 2.389 -0.784 -2.990
36 H 1.695 -1.556 -1.583
37 H 4.376 -0.192 -1.324
38 H 4.348 -1.682 -2.253
39 O -5.196 2.044 -1.266
40 H -5.221 1.392 -1.999
41 H -6.014 2.023 -0.725
42 H -4.986 2.949 -1.582

Summary:
* LUMO level: -5.6 eV
* HOMO: -11.47 eV
* HOMO-LUMO gap: 5.829 eV
* F_max: 0.0189 Eh/bohr
* net charge: +1


# C11H26BBr2N2O8SSi

A 2-piece molecular cluster, C11H26BBr2N2O8SSi overall (ωB97M-V with the def2-TZVPD basis set, OMol25).

Element x y z (Å)
1 C 1.669 -4.316 3.365
2 O 1.188 -4.477 1.953
3 B -0.143 -3.851 1.825
4 O -1.214 -4.267 2.793
5 Si -0.616 -2.525 0.447
6 C 0.511 -2.631 -1.121
7 C 2.081 -2.233 -0.867
8 C 2.399 -0.874 -1.748
9 S 2.788 -1.190 -3.554
10 O 3.165 0.206 -4.187
11 O 3.939 -2.203 -3.789
12 O 1.305 -1.638 -4.325
13 C -2.403 -3.075 -0.157
14 O -2.411 -3.012 -1.643
15 N -2.460 -4.262 -2.140
16 O -1.772 -4.214 -3.172
17 C -0.838 -0.743 1.156
18 Br -1.915 0.273 -0.249
19 C 0.558 0.075 1.420
20 C 0.122 1.561 2.052
21 Br 1.786 -0.753 2.767
22 H 1.560 -5.307 3.993
23 H 1.035 -3.464 3.908
24 H 2.810 -4.012 3.271
25 H -2.104 -3.865 2.509
26 H 0.488 -3.765 -1.478
27 H 0.028 -1.984 -1.989
28 H 2.742 -3.099 -1.354
29 H 2.401 -2.169 0.256
30 H 1.389 -0.238 -1.728
31 H 3.199 -0.175 -1.205
32 H 0.629 -1.026 -3.873
33 H -2.689 -4.142 0.233
34 H -3.200 -2.317 0.281
35 H -1.467 -0.748 2.159
36 H 1.174 0.320 0.455
37 H -0.539 1.466 3.019
38 H -0.356 2.272 1.239
39 H 1.143 2.091 2.367
40 C -0.980 4.483 -1.334
41 C -1.100 4.814 0.123
42 O -0.641 4.162 1.040
43 N -1.737 5.982 0.575
44 C -1.169 7.239 0.055
45 H 0.006 4.787 -1.695
46 H -1.116 3.412 -1.477
47 H -1.753 5.007 -1.902
48 H -2.729 5.917 0.324
49 H -1.646 5.902 1.599
50 H -1.691 7.489 -0.874
51 H -0.095 7.104 -0.125
52 H -1.329 8.012 0.804

Summary:
* LUMO level: -4.4 eV
* HOMO: -11.89 eV
* HOMO-LUMO gap: 7.469 eV
* F_max: 0.1379 Eh/bohr
* relative energy (zero: lowest compared OMol25 entry of this formula, charge and spin): 144.9 kcal per mole
* net charge: +1


# C11H26BBrN4O11P2

A 3-piece molecular cluster, C11H26BBrN4O11P2 overall (ωB97M-V with the def2-TZVPD basis set, OMol25).

Element x y z (Å)
1 O 1.605 -2.944 -3.787
2 B 0.282 -3.016 -3.248
3 O 0.164 -3.242 -1.842
4 O -0.884 -2.863 -4.078
5 C -0.487 -1.951 -5.091
6 N -0.138 -2.534 -6.271
7 N 0.268 -1.695 -7.191
8 C 0.272 -0.384 -6.810
9 C 0.816 0.626 -7.911
10 C 0.714 2.131 -7.470
11 C 1.785 2.550 -6.372
12 Br 0.994 4.104 -5.385
13 N -0.117 0.195 -5.639
14 N -0.524 -0.646 -4.717
15 H 2.024 -2.233 -3.267
16 H -0.343 -4.070 -1.761
17 H 1.883 0.350 -8.130
18 H 0.228 0.437 -8.853
19 H -0.329 2.457 -7.198
20 H 0.977 2.746 -8.385
21 H 2.772 2.839 -6.805
22 H 1.924 1.756 -5.596
23 C 2.055 1.700 3.505
24 O 1.423 0.791 2.622
25 P 2.092 -0.761 2.382
26 O 3.265 -0.516 3.320
27 O 2.541 -0.405 0.838
28 C 1.964 0.662 0.088
29 O 2.617 -2.379 2.163
30 C 1.714 -3.233 1.449
31 H 1.438 2.602 3.543
32 H 2.121 1.287 4.513
33 H 3.042 1.969 3.128
34 H 2.421 1.608 0.380
35 H 0.884 0.706 0.209
36 H 2.184 0.485 -0.967
37 H 1.596 -2.889 0.419
38 H 0.741 -3.251 1.946
39 H 2.124 -4.243 1.441
40 C -0.524 -0.576 5.234
41 O -1.664 -0.151 5.957
42 P -3.125 0.148 5.127
43 O -2.620 -0.170 3.727
44 O -3.031 1.768 5.410
45 C -2.176 2.337 6.399
46 O -4.739 0.360 4.588
47 C -5.728 0.494 5.616
48 H 0.279 -0.755 5.954
49 H -0.723 -1.511 4.707
50 H -0.201 0.203 4.543
51 H -1.158 2.403 6.013
52 H -2.196 1.772 7.328
53 H -2.532 3.349 6.604
54 H -5.560 1.408 6.191
55 H -5.703 -0.371 6.282
56 H -6.709 0.548 5.147

Summary:
* LUMO level: -2.2 eV
* SMILES string: OB(O)Oc1nnc(CCCBr)nn1.COP(=O)(OC)OC.COP(=O)(OC)OC
* HOMO: -9.50 eV
* HOMO-LUMO gap: 7.333 eV
* F_max: 0.1904 Eh/bohr


# C11H26BClF5O3S3

A 4-piece molecular cluster, C11H26BClF5O3S3 overall (ωB97M-V with the def2-TZVPD basis set, OMol25).

Element x y z (Å)
1 F 6.353 -2.189 -2.790
2 C 5.243 -1.731 -2.184
3 F 4.221 -2.450 -2.615
4 F 5.391 -1.940 -0.871
5 C 5.053 -0.227 -2.471
6 F 4.913 -0.127 -3.828
7 F 6.275 0.340 -2.182
8 C 3.952 0.509 -1.733
9 C 2.691 -0.262 -1.315
10 C 1.691 -0.543 -2.450
11 B 0.670 -1.776 -2.191
12 Cl -0.263 -1.506 -0.466
13 H 3.637 1.303 -2.424
14 H 4.430 0.981 -0.869
15 H 2.197 0.394 -0.596
16 H 2.932 -1.180 -0.768
17 H 1.102 0.377 -2.608
18 H 2.221 -0.728 -3.397
19 H -0.187 -1.830 -3.044
20 H 1.251 -2.845 -2.073
21 C 0.552 0.965 3.056
22 S 1.387 2.112 1.971
23 O 2.623 1.438 1.502
24 C 1.892 3.292 3.235
25 H 0.220 0.138 2.427
26 H 1.251 0.602 3.811
27 H -0.307 1.451 3.522
28 H 2.499 2.780 3.982
29 H 1.006 3.735 3.692
30 H 2.481 4.062 2.741
31 C -3.165 -1.547 5.643
32 S -2.459 -0.692 4.228
33 O -2.256 0.715 4.678
34 C -3.947 -0.694 3.225
35 H -2.386 -1.617 6.399
36 H -4.005 -0.966 6.024
37 H -3.482 -2.547 5.347
38 H -4.737 -0.173 3.765
39 H -4.231 -1.721 2.998
40 H -3.709 -0.172 2.300
41 C -3.455 1.482 -3.297
42 S -3.903 -0.091 -2.542
43 O -2.959 -1.095 -3.059
44 C -5.434 -0.303 -3.482
45 H -2.494 1.769 -2.873
46 H -3.356 1.343 -4.374
47 H -4.209 2.235 -3.064
48 H -5.198 -0.307 -4.547
49 H -6.136 0.497 -3.241
50 H -5.854 -1.264 -3.194

Summary:
* LUMO level: 2.1 eV
* HOMO: -4.53 eV
* HOMO-LUMO gap: 6.661 eV
* F_max: 0.0075 Eh/bohr
* net charge: -1